[1]
DFT (ωB97M-V with the def2-TZVPD basis set) results for a structure of composition C16H20AgCl2F3N2O2.

XYZ file:
```
46
Properties=species:S:1:pos:R:3:forces:R:3:mulliken_charge:R:1
Ag 5.289 16.250 13.003 1.23 -0.18 0.93 0.5096
C 8.179 14.613 11.128 -2.91 -0.78 -0.14 -0.1397
O 8.687 13.772 12.185 0.22 0.52 -2.31 -0.2757
O 6.855 15.057 11.472 2.51 -0.11 -1.17 -0.5261
C 9.266 15.580 10.408 -0.85 -2.84 3.88 0.7648
F 8.877 15.969 9.228 -0.58 1.33 -0.79 -0.2477
F 9.536 16.481 11.327 0.17 2.38 -0.33 -0.2258
F 10.456 14.964 10.211 0.07 -0.65 -0.32 -0.2942
C 9.158 14.283 13.359 0.96 -0.98 2.83 -0.0475
C 9.346 13.037 14.252 0.35 -0.37 1.31 -1.1620
H 9.283 13.278 15.313 -0.92 0.37 0.14 0.3891
H 8.652 12.230 14.018 -0.35 0.26 0.03 0.1780
H 10.307 12.535 14.369 0.61 0.19 -1.30 0.3336
H 8.494 14.931 13.932 -0.42 0.33 -0.63 0.2097
H 10.142 14.752 13.352 0.06 0.42 -0.73 0.2376
H 8.086 13.852 10.354 -0.18 -0.35 -0.50 0.0665
C -0.530 17.002 7.916 1.55 0.28 1.06 -0.9559
N 0.334 15.990 8.581 0.41 -1.94 -0.06 0.0431
C 1.014 16.171 9.763 -0.09 -1.01 -1.65 -0.3828
C 1.866 15.154 10.187 -1.04 2.72 1.65 -0.6895
C 2.047 13.957 9.554 0.30 -0.49 -1.63 0.9245
C 1.315 13.725 8.397 -2.13 2.53 -0.08 -0.8197
C 0.434 14.808 7.951 1.40 -2.73 0.92 -0.1939
C 3.064 13.012 10.002 1.60 -1.43 2.14 0.8873
C 2.887 11.633 9.981 -0.07 -2.17 -0.70 -0.6133
C 3.745 10.659 10.542 -0.13 2.39 -0.15 -0.4959
N 4.865 11.091 11.211 -1.19 2.00 -1.11 0.2045
C 5.074 12.448 11.333 -1.40 0.27 -0.39 -0.8001
C 4.177 13.418 10.733 -0.03 -0.94 0.42 -0.3449
C 5.736 10.109 11.865 -0.30 0.31 1.10 -0.8403
H -1.506 16.990 8.401 0.10 0.36 -0.28 0.2964
H -0.519 16.835 6.839 -0.28 -0.14 0.28 0.4167
H 0.116 17.856 8.121 -1.05 0.85 -0.25 0.3779
H 0.860 17.124 10.246 0.17 -0.09 0.22 0.4642
H 2.282 15.379 11.157 0.53 -0.28 0.15 0.5991
H 1.323 12.738 7.958 -0.09 0.30 -0.57 0.3792
H -0.256 14.655 7.134 0.26 0.06 -0.23 0.4143
H 2.027 11.289 9.426 -0.14 -0.55 0.22 0.2989
H 3.577 9.592 10.556 -0.16 0.11 -0.28 0.3523
H 5.857 12.788 11.995 0.45 0.28 -0.09 0.7598
H 4.170 14.488 10.878 1.54 -0.07 0.59 0.4919
H 5.393 10.079 12.899 0.29 0.10 0.22 0.3924
H 6.767 10.462 11.839 -0.10 -0.29 -0.18 0.3242
H 5.554 9.098 11.498 0.31 0.33 -0.51 0.2818
Cl 6.957 18.085 14.401 -0.78 -0.60 -0.62 -0.7752
Cl 3.885 14.256 14.419 0.12 0.31 -1.10 -0.7669
```
Positions in Å, forces in eV/Å.

Results
Orbital gap   2.85 eV
Relative energy (zero: lowest compared OMol25 entry of this formula, charge and spin)   63.5 kcal per mole
Lowest unoccupied orbital energy   -3.43 eV
Charge   0
E_HOMO   -0.2304 hartree

[2]
DFT (ωB97M-V with the def2-TZVPD basis set) results for the ion C4H9O2 with charge -1.

XYZ file:
```
15
Properties=species:S:1:pos:R:3:forces:R:3:mulliken_charge:R:1
C 1.988 -0.074 -0.272 -1.34 1.06 -0.01 -1.3567
C 0.534 -0.492 0.120 0.73 -0.37 0.18 0.4144
O -0.007 -1.306 -0.894 1.79 -0.50 0.26 -0.6661
C -0.365 0.711 0.390 -0.24 -0.11 -0.07 -0.8551
C -1.839 0.211 0.337 0.23 -0.09 -0.58 -0.4715
O -2.076 -0.127 -0.977 -0.84 0.19 0.12 -0.8852
H 2.046 -0.435 -1.296 0.95 -0.55 0.20 0.3663
H 2.691 -0.340 0.506 0.55 -0.71 -0.38 0.3113
H 2.104 1.018 -0.363 -0.32 -0.02 0.09 0.2841
H 0.619 -1.142 1.009 -0.09 0.31 0.25 0.1836
H -0.928 -0.914 -1.049 -1.26 0.33 -0.66 0.4755
H -0.218 1.351 -0.487 -0.31 0.22 0.07 0.3678
H -0.032 1.292 1.267 -0.13 -0.34 0.09 0.3448
H -1.938 -0.687 0.997 0.16 0.21 0.20 0.1752
H -2.581 0.934 0.710 0.12 0.36 0.23 0.3116
```
Positions in Å, forces in eV/Å.

Results
Orbital gap   7.39 eV
Relative energy (zero: lowest compared OMol25 entry of this formula, charge and spin)   45.2 kcal per mole
Lowest unoccupied orbital energy   4.37 eV
Charge   -1
E_HOMO   -0.1113 hartree
Structure (SMILES)   C[C@H](O)CC[O-]

[3]
DFT (ωB97M-V with the def2-TZVPD basis set) results for a structure of composition CH4InN2O.

XYZ file:
```
9
Properties=species:S:1:pos:R:3:forces:R:3:mulliken_charge:R:1
In 3.717 -5.580 21.187 -4.39 -4.48 -7.25 1.6075
C 5.156 -4.188 23.255 8.81 6.36 5.92 1.0687
O 4.469 -4.781 22.500 -2.11 -0.82 0.60 -0.3652
N 5.113 -4.151 24.522 -3.40 -1.28 3.42 -0.1781
N 6.257 -3.514 22.923 -0.61 -0.92 -3.70 -0.2353
H 5.885 -3.845 25.097 0.17 0.01 0.42 0.2810
H 4.256 -4.427 24.980 -0.20 -0.20 0.88 0.2866
H 6.516 -3.714 21.968 1.34 0.92 -0.26 0.2225
H 6.713 -2.828 23.507 0.40 0.41 -0.03 0.3123
```
Positions in Å, forces in eV/Å.

Results
Orbital gap   3.81 eV
Relative energy (zero: lowest compared OMol25 entry of this formula, charge and spin)   69.5 kcal per mole
Lowest unoccupied orbital energy   -21.01 eV
Charge   +3
E_HOMO   -0.9121 hartree

[4]
DFT (ωB97M-V with the def2-TZVPD basis set) results for a structure of composition C20H28CoF6N2S2Si2Te.

XYZ file:
```
62
Properties=species:S:1:pos:R:3:forces:R:3:lowdin_spin:R:1
Co -0.227 1.786 0.280 -0.06 0.28 0.50 2.6643
F -2.745 5.008 -2.603 0.01 -0.03 0.00 0.0024
C -3.182 5.564 -1.476 -0.01 0.01 0.00 0.0007
F -4.524 5.613 -1.540 -0.01 0.00 0.01 0.0002
F -2.745 6.836 -1.451 0.01 0.00 0.00 0.0002
C -2.746 4.839 -0.226 0.02 -0.02 0.03 0.0025
C -3.287 5.288 0.972 -0.02 0.01 -0.01 0.0050
C -2.942 4.698 2.177 -0.01 0.01 0.02 0.0051
C -2.037 3.659 2.147 0.03 0.00 -0.04 0.0106
N -1.507 3.230 1.004 -0.07 0.00 -0.16 0.0540
C -1.840 3.780 -0.188 0.01 -0.03 0.01 0.0146
S -0.996 2.980 -1.512 0.03 0.01 0.03 0.0822
H -3.993 6.110 0.953 0.01 -0.01 0.00 0.0001
H -3.365 5.036 3.112 0.01 0.00 -0.01 0.0005
H -1.716 3.145 3.045 -0.02 0.01 -0.01 0.0003
F 0.618 -1.933 3.668 -0.04 -0.02 -0.01 0.0050
C 1.810 -1.376 3.861 0.04 -0.01 -0.01 0.0025
F 2.746 -2.270 3.477 -0.03 -0.01 0.01 0.0013
F 1.966 -1.189 5.179 0.02 -0.01 0.01 0.0008
C 2.007 -0.075 3.122 0.00 0.03 -0.02 0.0170
C 3.131 0.666 3.463 -0.01 -0.02 0.05 -0.0002
C 3.409 1.862 2.827 0.01 0.05 0.00 0.0179
C 2.526 2.302 1.860 -0.05 -0.02 0.02 0.0062
N 1.441 1.601 1.535 0.04 -0.02 -0.20 0.0472
C 1.167 0.414 2.121 -0.03 0.10 0.09 0.0203
S -0.312 -0.271 1.474 0.00 -0.15 -0.03 0.2931
H 3.788 0.298 4.241 0.00 0.00 -0.01 -0.0003
H 4.278 2.449 3.086 0.00 -0.01 -0.02 0.0012
H 2.671 3.236 1.332 0.00 -0.01 0.00 0.0001
C 3.709 -1.591 0.334 0.02 0.00 0.04 0.0006
Si 2.685 -2.956 -0.433 0.05 0.03 -0.03 0.0049
C 1.444 -3.694 0.737 -0.05 -0.05 0.04 0.0005
C 3.770 -4.282 -1.162 0.03 0.00 0.01 0.0004
C 1.776 -2.163 -1.906 -0.03 0.02 -0.10 0.0741
Te 0.813 -0.302 -1.577 0.22 -0.21 -0.19 0.5509
C -0.754 -0.587 -2.953 0.03 0.09 -0.10 0.0659
Si -2.308 -1.483 -2.305 -0.05 -0.02 0.03 0.0126
C -3.096 -0.433 -0.982 0.05 -0.02 0.11 0.0003
C -3.431 -1.679 -3.777 -0.01 0.00 -0.02 0.0015
C -1.766 -3.132 -1.617 0.01 -0.01 0.06 0.0012
H 4.275 -1.969 1.189 0.00 0.01 -0.01 0.0001
H 3.093 -0.765 0.701 0.00 -0.01 -0.03 0.0003
H 4.424 -1.183 -0.385 -0.01 -0.03 0.00 0.0002
H 1.964 -4.155 1.580 -0.02 0.01 0.01 0.0001
H 0.865 -4.478 0.242 0.04 0.02 -0.01 0.0000
H 0.742 -2.964 1.142 0.02 0.02 0.00 0.0005
H 4.336 -4.781 -0.371 -0.01 0.00 -0.02 0.0000
H 4.487 -3.878 -1.879 -0.01 0.00 0.01 0.0001
H 3.176 -5.045 -1.670 0.01 0.01 0.01 0.0000
H 1.020 -2.823 -2.336 0.00 0.04 0.04 0.0012
H 2.501 -1.916 -2.688 0.00 -0.07 0.00 0.0171
H -0.292 -1.156 -3.764 -0.03 0.03 0.01 0.0074
H -0.998 0.412 -3.323 -0.04 -0.04 0.03 0.0042
H -3.328 0.569 -1.349 0.01 0.00 -0.01 0.0000
H -2.454 -0.333 -0.099 -0.12 -0.01 -0.13 -0.0003
H -4.029 -0.897 -0.651 0.02 0.02 0.00 0.0000
H -3.736 -0.708 -4.171 0.00 -0.02 0.00 0.0001
H -4.338 -2.220 -3.494 0.02 0.02 0.00 0.0003
H -2.952 -2.237 -4.584 -0.01 0.01 0.02 0.0001
H -1.099 -3.015 -0.757 -0.01 0.00 -0.02 0.0008
H -1.259 -3.744 -2.367 -0.02 0.01 0.01 0.0001
H -2.634 -3.698 -1.269 0.01 0.01 -0.02 0.0000
```
Positions in Å, forces in eV/Å.

Results
Orbital gap (alpha / beta)   8.40 / 5.84 eV
Relative energy (zero: lowest compared OMol25 entry of this formula, charge and spin)   0.0 kcal per mole
⟨S²⟩   6.017
Lowest unoccupied orbital energy (alpha / beta)   -2.86 / -5.52 eV
2S+1   5
Charge   +1
E_HOMO (alpha / beta)   -0.4139 / -0.4172 hartree

[5]
DFT (ωB97M-V with the def2-TZVPD basis set) results for a cluster of 2 separate species, C4H11N2O in total.

XYZ file:
```
18
Properties=species:S:1:pos:R:3:forces:R:3:mulliken_charge:R:1
C -0.907 0.500 -0.872 -0.94 2.10 -3.74 0.3853
C -0.370 -1.132 2.815 0.66 3.25 -0.66 -0.8622
C 0.478 0.692 -0.708 3.28 -0.27 -2.19 -0.8180
C 0.448 -0.618 1.894 -0.52 -5.04 -0.74 0.0353
N -1.662 0.509 -1.962 2.05 -0.91 -0.36 -0.3148
N 1.465 0.942 -1.813 -1.27 1.26 -0.82 -0.6136
O 1.068 -1.503 0.894 -0.46 1.11 1.82 -0.5487
H -0.854 -0.344 3.419 0.08 -1.05 0.08 0.2535
H -0.578 -2.157 2.845 -0.30 -1.20 0.50 0.3302
H -1.540 0.576 -0.080 -1.15 -0.31 2.95 0.4697
H 0.817 1.190 0.163 -0.52 0.84 0.77 0.2852
H 0.758 -0.330 -0.454 -0.04 -1.08 0.61 0.6827
H 0.532 0.374 1.626 0.60 1.65 0.22 0.3961
H -2.659 0.485 -1.844 -0.29 -0.23 -0.05 0.2691
H 0.906 1.281 -2.628 1.38 -0.01 0.71 0.2063
H -1.313 0.352 -2.932 -0.22 0.48 1.15 0.2619
H 2.293 1.601 -1.605 -2.26 -1.30 -0.15 0.2759
H 1.121 -2.416 1.241 -0.08 0.70 -0.10 0.3061
```
Positions in Å, forces in eV/Å.

Results
Orbital gap   8.33 eV
Relative energy (zero: lowest compared OMol25 entry of this formula, charge and spin)   104.1 kcal per mole
Lowest unoccupied orbital energy   -4.77 eV
Charge   +1
E_HOMO   -0.4815 hartree

[6]
DFT (ωB97M-V with the def2-TZVPD basis set) results for a structure of composition C13H13N7O5Rh.

XYZ file:
```
39
Properties=species:S:1:pos:R:3:forces:R:3:lowdin_spin:R:1
Rh -0.281 -0.676 -0.240 0.37 0.40 0.00 2.8090
O -1.051 5.372 -1.088 -0.03 0.02 0.08 -0.0019
C -0.817 4.092 -0.764 -0.04 0.03 -0.02 -0.0029
C -1.510 3.433 0.259 0.01 0.21 0.01 0.0062
C -1.201 2.115 0.490 0.25 -0.05 -0.10 0.0115
N -0.288 1.497 -0.239 -0.09 -0.02 -0.17 0.1578
C 0.422 2.114 -1.176 -0.10 0.01 0.29 0.0116
C 0.184 3.429 -1.485 0.01 0.16 0.00 0.0058
C 1.519 1.235 -1.724 0.06 -0.28 -0.04 0.0148
O 2.250 1.620 -2.601 0.11 -0.01 -0.03 0.0223
O 1.562 0.060 -1.137 -0.11 -0.02 -0.15 0.2586
C -1.744 1.237 1.592 -0.07 -0.21 0.06 0.0137
O -2.605 1.640 2.335 -0.03 -0.03 0.11 0.0181
O -1.179 0.055 1.619 -0.07 -0.08 0.01 0.2264
H -1.699 5.769 -0.490 0.04 -0.03 -0.06 0.0001
H -2.244 3.931 0.881 0.01 -0.02 -0.02 0.0014
H 0.773 3.941 -2.234 -0.02 -0.01 0.02 0.0014
N -1.901 -0.181 -4.220 -0.05 0.06 -0.13 0.0020
C -0.623 -0.299 -4.725 -0.05 -0.06 0.03 0.0046
C 0.169 -0.626 -3.671 0.01 -0.02 0.04 0.0065
N -0.607 -0.708 -2.538 -0.06 0.03 0.04 0.0851
C -1.842 -0.430 -2.900 -0.02 -0.07 -0.08 0.0084
C -2.877 -0.410 -1.887 -0.08 -0.05 -0.02 0.0062
N -2.539 -0.636 -0.635 -0.01 -0.02 -0.02 0.0909
C -3.687 -0.540 0.116 0.05 -0.02 -0.01 0.0072
C -4.729 -0.254 -0.710 0.04 -0.05 -0.05 0.0047
N -4.198 -0.177 -1.981 -0.12 0.04 -0.05 0.0013
H -2.717 0.063 -4.756 0.02 0.00 0.00 0.0005
H -0.397 -0.142 -5.765 -0.04 -0.01 0.03 0.0008
H 1.234 -0.786 -3.651 -0.03 0.03 0.06 0.0003
H -3.685 -0.666 1.185 0.04 0.02 -0.04 0.0003
H -5.775 -0.103 -0.511 0.03 -0.01 -0.04 0.0008
H -4.723 0.011 -2.819 0.00 0.01 0.02 0.0005
N 0.941 -1.826 1.226 -0.10 0.11 0.16 0.1267
N 0.370 -2.972 0.580 -0.09 -0.01 -0.02 0.0837
H 1.943 -1.870 1.385 0.02 -0.03 -0.03 0.0074
H 0.446 -1.621 2.090 0.05 -0.06 0.04 0.0020
H 0.112 -3.708 1.230 0.05 0.01 0.05 0.0055
H 1.030 -3.342 -0.094 0.04 0.02 0.03 0.0004
```
Positions in Å, forces in eV/Å.

Results
Orbital gap (alpha / beta)   9.19 / 6.53 eV
Relative energy (zero: lowest compared OMol25 entry of this formula, charge and spin)   14.2 kcal per mole
⟨S²⟩   6.011
Lowest unoccupied orbital energy (alpha / beta)   -2.80 / -5.44 eV
2S+1   5
Charge   +1
E_HOMO (alpha / beta)   -0.4407 / -0.4400 hartree

So what do the calculations give for E_tot? Going down the list: -2248.4033; -308.2729; -413.8192; -4513.6726; -343.3982; -1372.9888 a.u..